Density functional theory data (wB97M-V/def2-TZVPD) for a structure of composition C12H9F18N6O12S6Zn.

The geometry in XYZ format:
```
64
Properties=species:S:1:pos:R:3:mulliken_charge:R:1
O 3.4574 2.5410 0.1764 -0.536
C -1.6031 3.0472 4.7870 -0.388
F -2.8594 -1.7021 1.5489 -0.240
S 2.9854 2.2513 -1.1826 0.757
N 1.6349 -3.0261 6.9997 -0.426
H -2.4487 2.8155 4.1394 0.187
N 2.1097 0.8828 -1.3084 0.602
S -2.1923 2.2399 -2.1519 0.987
F 2.8099 0.4878 2.0630 -0.100
F -2.6053 -3.6001 0.6621 -0.250
S 3.4845 -0.1572 -1.0496 0.245
C 3.8785 -0.7733 -2.8735 0.636
H -1.5481 -3.3205 6.6376 0.286
Zn 0.3468 0.1403 -1.3273 1.127
C -1.9359 -0.4064 -4.6265 0.510
C -2.5486 2.4656 -0.2453 0.514
O 0.2310 -3.0821 0.0664 -0.611
H -0.3216 -4.7983 -3.4684 0.386
N 0.4678 -1.7322 -2.4526 -0.390
C -1.1466 4.3360 4.2426 0.306
H -0.9089 -4.6609 5.7946 0.269
O -0.2601 -2.3613 2.3792 -0.364
O 4.0518 2.3672 -2.2371 -0.620
C -0.8728 -3.9024 -3.1828 -1.272
C -2.2080 -2.3636 0.6025 0.628
F -2.9655 -0.0416 -5.4290 -0.233
F -2.4286 -1.8551 -0.5644 -0.144
F -1.6718 3.1938 0.3148 -0.196
F -2.5648 1.2492 0.3054 -0.188
O -3.4662 1.7336 -2.5882 -0.684
N -1.0917 1.0974 -2.2170 0.552
O -1.8604 3.6011 -2.5977 -0.600
H -1.6136 -3.5799 -3.9145 0.324
F 1.3004 3.3424 -3.0339 -0.199
F 1.8479 -0.0717 3.9572 -0.203
O 0.4550 1.6850 1.3495 -0.504
H -0.8457 -3.1427 4.9817 -0.003
F 3.7058 0.2102 -3.7309 -0.210
F 2.1574 -1.6527 2.4020 -0.167
C -0.1096 -2.7156 -2.7030 0.563
H -0.8633 2.2784 4.5641 0.035
S 0.2057 0.2696 1.8137 0.091
C -0.7359 -3.5984 5.9658 -0.455
N -0.8532 5.3532 3.7782 -0.458
F 2.1088 4.8530 -1.4434 -0.208
H -1.4847 -4.3008 -2.3736 0.275
O 0.5063 0.4955 -4.3027 -0.571
C 1.8906 -0.3337 2.6372 0.713
O -1.1436 2.2529 -4.8951 -0.531
S -0.8372 1.0882 -4.0439 0.833
F -3.7103 3.1292 -0.1050 -0.229
F -2.4251 -1.0790 -3.5291 -0.166
O 2.8775 -1.2900 -0.3594 -0.581
H -1.8021 3.1198 5.8563 0.353
O -0.8279 0.1815 2.8408 -0.475
F 5.1541 -1.2122 -2.9111 -0.223
S -0.3523 -2.1198 0.9569 0.159
F 0.5634 3.3657 -1.0336 -0.176
O 4.8175 0.2000 -0.5657 -0.529
C 1.6492 3.5982 -1.7231 0.464
C 0.6029 -3.3539 6.5424 0.362
F 3.0243 -1.6934 -3.2824 -0.199
N -0.0639 -0.6799 0.3881 0.369
F -1.1476 -1.2655 -5.3007 -0.205
```

Calculated values
HOMO	-8.156	eV
electronic energy	-7660.0475	Ha
largest force on an atom	5.84	eV/A
relative energy (zero: lowest compared OMol25 entry of this formula, charge and spin)	169.75	kJ/mol
total charge	-1
orbital gap	9.95	eV
LUMO	1.8	eV

---

Density functional theory data (wB97M-V/def2-TZVPD) for a cluster of 9 separate species, H18O9 in total.

The geometry in XYZ format:
```
27
Properties=species:S:1:pos:R:3:mulliken_charge:R:1
H 0.0739 3.3610 -0.5882 0.328
H -2.3882 4.2601 0.5572 0.314
O 1.3526 -2.6461 -0.2146 -0.561
O -2.1272 -2.3515 3.3211 -0.616
O -1.5344 -0.1364 -2.7342 -0.586
H 2.1339 -3.1003 -0.0197 0.301
O -1.5197 4.0541 0.0314 -0.643
H -1.6299 -1.4930 0.9621 0.304
O 0.1367 0.8128 -0.5226 -0.607
O 4.4469 -0.3182 1.9558 -0.619
H -2.5104 -0.3866 1.1032 0.281
H 1.2036 3.5894 0.2783 0.267
H 3.6051 -0.7477 1.5823 0.306
H 4.1907 0.5171 2.2906 0.315
H 0.7026 -2.4703 -3.4494 0.325
H -0.6882 1.2162 -0.3758 0.293
H -1.5842 0.8987 -2.8485 0.324
H 1.9129 -2.4153 -2.5671 0.311
H -1.8677 3.9167 -0.8575 0.314
H 0.5751 0.4941 0.3412 0.284
H -2.4449 -2.7857 2.4389 0.342
H 0.8493 -2.4289 0.6141 0.261
H -1.5099 -0.1951 -1.8001 0.274
O -2.4146 -1.3390 1.3724 -0.621
H -1.4484 -1.7350 2.9852 0.314
O 0.7781 4.0206 -0.3736 -0.563
O 1.7062 -2.5916 -3.4827 -0.643
```

Calculated values
HOMO	-10.768	eV
SMILES	O.O.O.O.O.O.O.O.O
electronic energy	-687.8110	Ha
largest force on an atom	5.45	eV/A
relative energy (zero: lowest compared OMol25 entry of this formula, charge and spin)	564.01	kJ/mol
total charge	0
orbital gap	9.76	eV
LUMO	-1.0	eV